C20H23ClN2O5S | wB97M-V/def2-TZVPD

```
52
Properties=species:S:1:pos:R:3:forces:R:3
C 6.146 -0.275 -0.611 -0.019 -0.036 -0.074
O 6.060 0.074 0.758 0.048 -0.089 0.170
C 5.551 1.357 1.006 -0.231 0.093 0.077
C 4.050 1.478 0.697 0.244 0.443 -0.258
N 3.322 0.350 1.246 -0.438 -0.633 -0.339
S 2.333 -0.472 0.178 0.008 0.400 0.423
O 2.811 -0.344 -1.174 -0.222 0.210 0.031
O 2.142 -1.786 0.715 0.003 -0.058 0.307
C 0.816 0.447 0.335 0.467 -0.210 -0.129
C 0.068 0.308 1.485 -0.039 0.020 0.022
C -1.168 0.924 1.583 -0.055 0.121 0.023
C -1.664 1.668 0.514 0.377 -0.051 -0.208
O -2.904 2.203 0.442 0.166 0.073 -0.073
C -3.880 1.823 1.393 -0.120 0.025 0.353
C -4.002 0.317 1.675 -0.149 0.368 0.017
O -4.093 -0.057 2.832 0.050 0.097 0.251
N -4.021 -0.536 0.638 -0.083 -0.275 -0.194
C -3.825 -1.950 0.895 0.191 -0.300 0.358
C -2.359 -2.291 0.629 -0.190 0.045 0.050
C -1.880 -1.701 -0.671 0.029 -0.019 -0.007
C -0.656 -2.098 -1.198 -0.076 0.021 -0.092
C -0.201 -1.585 -2.398 0.023 -0.101 -0.023
C -0.981 -0.680 -3.099 -0.058 0.040 -0.094
C -2.190 -0.264 -2.576 -0.069 -0.170 -0.035
C -2.635 -0.750 -1.352 0.012 -0.005 -0.088
C -3.932 -0.233 -0.771 -0.153 0.127 -0.359
C -0.842 1.866 -0.607 -0.043 -0.038 0.348
Cl -1.417 2.856 -1.886 -0.021 0.209 -0.252
C 0.389 1.249 -0.704 -0.094 0.048 -0.020
H 6.673 -1.226 -0.643 -0.003 0.021 -0.096
H 6.718 0.478 -1.166 0.010 -0.014 -0.005
H 5.160 -0.392 -1.068 0.085 0.022 0.003
H 5.718 1.524 2.074 0.007 0.093 -0.088
H 6.102 2.118 0.433 -0.085 -0.034 0.099
H 3.662 2.406 1.129 0.134 0.006 -0.115
H 3.884 1.498 -0.385 0.134 0.182 0.098
H 3.938 -0.304 1.712 -0.029 -0.321 -0.011
H 0.449 -0.305 2.285 -0.043 -0.074 0.193
H -1.753 0.800 2.480 -0.071 -0.031 0.106
H -3.690 2.305 2.360 -0.031 -0.166 -0.158
H -4.826 2.206 0.998 0.113 -0.056 0.066
H -4.095 -2.154 1.932 -0.023 -0.030 -0.188
H -4.481 -2.518 0.230 -0.007 0.029 0.022
H -2.224 -3.374 0.614 0.028 -0.008 0.037
H -1.742 -1.896 1.442 -0.042 -0.063 0.063
H -0.051 -2.805 -0.652 0.090 -0.105 0.080
H 0.760 -1.889 -2.780 0.119 -0.035 -0.057
H -0.643 -0.288 -4.047 0.052 0.054 -0.096
H -2.796 0.452 -3.111 -0.040 0.104 -0.057
H -4.021 0.837 -0.951 -0.010 -0.105 0.020
H -4.778 -0.725 -1.274 0.071 0.116 0.065
H 1.000 1.353 -1.585 -0.017 0.063 -0.165
```
Forces are in eV/Å.

Results
**HOMO**: -8.78 eV
**Relative energy (zero: lowest compared OMol25 entry of this formula, charge and spin)**: 65.0 kcal per mole
**Total charge**: 0
**Strongest force on any atom**: 0.841 eV Å⁻¹
**2S+1**: 1
**SMILES**: COCCNS(=O)(=O)c1ccc(OCC(=O)N2CCc3ccccc3C2)c(Cl)c1
**E_tot**: -2120.00844 Ha

=====

C20H23ClN2Ti | wB97M-V/def2-TZVPD

```
47
Properties=species:S:1:pos:R:3:forces:R:3
C 3.634 0.667 -0.598 0.584 -0.100 -0.480
C 4.276 -0.638 -1.171 0.223 0.019 0.274
H 3.280 1.356 -1.387 0.046 -0.405 0.244
H 4.421 1.241 -0.080 -0.475 -0.289 0.138
H 2.816 0.452 0.130 0.491 0.104 -0.302
H 3.697 -1.128 -1.969 0.328 0.321 0.641
H 5.267 -0.459 -1.616 -0.251 0.242 0.260
H 4.439 -1.355 -0.343 -0.147 0.263 -0.431
C -0.747 2.539 -0.762 -1.155 -0.018 -0.421
C -1.798 3.410 -0.993 1.337 0.311 0.463
C -2.996 2.914 -1.511 -1.079 -1.167 -0.442
C -3.148 1.545 -1.695 0.172 0.616 0.039
H 0.211 2.858 -0.363 -0.116 0.100 -0.075
H -1.700 4.468 -0.751 0.099 -0.304 -0.158
H -3.829 3.578 -1.757 0.333 -0.196 0.216
H -4.088 1.112 -2.018 0.079 0.261 -0.050
N -0.872 1.201 -0.988 0.200 0.331 0.231
C -2.073 0.681 -1.416 -0.109 -0.483 0.073
C -2.115 -0.765 -1.488 0.249 0.756 0.599
N -1.027 -1.407 -0.931 -0.861 -0.870 -0.573
C -0.968 -2.777 -0.968 -1.051 0.329 -1.004
C -3.039 -2.865 -2.215 -0.668 1.371 -0.134
C -1.906 -3.502 -1.698 1.349 -0.658 0.932
H -0.161 -3.247 -0.399 -0.156 0.148 -0.385
H -1.754 -4.582 -1.818 -0.198 0.503 0.184
C -3.167 -1.493 -2.036 -0.530 -0.499 -0.407
H -4.055 -0.913 -2.324 0.370 -0.669 -0.142
H -3.823 -3.413 -2.732 0.204 0.001 0.174
Ti 0.584 -0.229 -0.696 0.264 0.658 1.667
C 1.431 -0.671 -2.446 0.586 -0.524 -0.972
H 0.959 -1.042 -3.363 -0.031 0.272 0.178
H 1.920 -1.557 -1.971 -0.010 0.246 -0.323
H 2.184 0.109 -2.654 -0.215 -0.509 -0.238
Cl 0.984 -2.299 4.131 0.333 -0.612 -0.027
C 0.649 -0.638 3.871 -0.366 1.302 -0.247
C 0.369 0.126 5.002 0.341 0.432 0.012
C 0.032 1.474 4.855 -0.250 -0.281 0.065
C -0.255 1.956 3.580 -0.028 0.228 0.125
C -0.065 1.159 2.455 0.156 -0.173 0.166
C 0.551 -0.108 2.550 -0.559 -0.582 0.840
C 0.919 -0.942 1.383 -0.066 0.081 -1.502
H 0.444 -0.320 5.998 0.052 0.132 -0.412
H -0.088 2.112 5.735 -0.021 -0.265 -0.332
H -0.627 2.978 3.465 0.038 -0.382 -0.008
H -0.468 1.517 1.500 0.623 -0.133 0.296
H 1.715 -1.698 1.556 -0.784 0.389 0.111
H -0.012 -1.407 0.946 0.670 -0.297 1.139
```
Forces are in eV/Å.

Results
**HOMO (spin up / spin down)**: -5.57 / -7.51 eV
**Relative energy (zero: lowest compared OMol25 entry of this formula, charge and spin)**: 13.9 kcal per mole
**Total charge**: 0
**Strongest force on any atom**: 1.811 eV Å⁻¹
**2S+1**: 3
**E_tot**: -2194.98031 Ha

=====

C20H23ClN6OS2 | wB97M-V/def2-TZVPD

```
53
Properties=species:S:1:pos:R:3:forces:R:3
C 1.588 3.258 -3.159 0.025 0.157 0.133
C 1.932 3.557 -1.699 -0.033 0.116 -0.282
C 2.384 2.336 -0.993 0.656 -0.094 -0.242
N 1.738 1.753 -0.053 -0.826 1.221 -0.246
N 2.308 0.656 0.425 0.784 -1.180 0.693
C 3.417 0.352 -0.152 -0.065 1.049 -0.750
N 4.212 -0.721 0.103 0.690 -0.173 -0.362
C 4.071 -1.767 1.001 -0.154 -0.045 0.131
O 4.943 -2.598 1.054 0.088 -0.176 0.060
C 2.840 -1.792 1.858 -0.454 -0.243 0.043
S 1.344 -2.074 0.842 0.165 -0.453 -0.006
C 0.318 -0.907 1.624 0.051 -0.087 0.179
N 0.484 -0.396 2.809 0.753 -0.934 -0.358
N -0.513 0.475 3.008 -0.889 0.922 0.324
C -1.280 0.497 1.958 -0.141 0.141 0.157
C -2.490 1.348 1.826 -0.004 -0.146 -0.353
C -3.756 0.524 1.566 -0.135 0.191 0.306
C -4.975 1.442 1.546 -0.009 -0.155 -0.316
C -4.816 2.519 0.477 -0.056 0.173 0.284
C -3.545 3.328 0.718 0.004 -0.145 -0.326
C -2.328 2.409 0.732 -0.101 0.271 0.291
N -0.794 -0.387 1.021 0.463 -0.007 0.745
C -1.236 -0.704 -0.278 -0.238 -0.096 -0.760
C -0.843 0.086 -1.352 0.003 -0.095 0.124
C -1.271 -0.239 -2.627 -0.019 -0.008 0.019
C -2.079 -1.343 -2.839 -0.053 -0.088 0.047
C -2.452 -2.130 -1.760 0.158 0.199 0.001
Cl -3.452 -3.513 -2.015 -0.123 -0.167 -0.032
C -2.034 -1.824 -0.476 0.104 0.091 -0.034
S 3.880 1.502 -1.414 -0.607 -0.222 0.603
H 2.461 2.876 -3.685 0.013 -0.037 -0.116
H 1.254 4.165 -3.654 -0.033 0.046 -0.116
H 0.794 2.517 -3.218 -0.062 -0.082 -0.048
H 1.056 3.941 -1.174 0.100 -0.013 0.063
H 2.723 4.309 -1.658 -0.087 0.063 0.055
H 5.062 -0.785 -0.447 -0.163 -0.103 0.204
H 2.666 -0.843 2.365 0.091 -0.029 0.041
H 2.928 -2.607 2.576 0.123 0.177 -0.061
H -2.592 1.855 2.791 0.053 -0.060 -0.044
H -3.675 0.014 0.604 -0.016 -0.044 -0.002
H -3.870 -0.232 2.346 0.036 -0.082 -0.039
H -5.874 0.854 1.351 -0.045 0.017 0.084
H -5.089 1.914 2.524 -0.053 0.007 0.079
H -5.685 3.181 0.485 -0.037 -0.014 -0.088
H -4.764 2.047 -0.507 -0.035 -0.008 -0.082
H -3.430 4.081 -0.064 0.002 0.081 0.054
H -3.620 3.847 1.676 0.005 0.088 0.048
H -2.238 1.921 -0.241 0.038 0.019 -0.026
H -1.417 2.982 0.914 0.072 -0.041 -0.060
H -0.204 0.937 -1.170 0.023 0.048 0.048
H -0.972 0.369 -3.467 0.028 0.053 -0.075
H -2.415 -1.597 -3.832 -0.050 -0.054 -0.084
H -2.320 -2.442 0.361 -0.043 -0.047 0.090
```
Forces are in eV/Å.

Results
**HOMO**: -8.29 eV
**Relative energy (zero: lowest compared OMol25 entry of this formula, charge and spin)**: 1.1 kcal per mole
**Total charge**: 0
**Strongest force on any atom**: 1.577 eV Å⁻¹
**2S+1**: 1
**SMILES**: CCc1nnc(NC(=O)CSc2nnc(C3CCCCC3)n2-c2cccc(Cl)c2)s1
**E_tot**: -2436.28755 Ha